{"formula": "C43H109N7O15", "method": "ωB97M-V with the def2-TZVPD basis set", "multiplicity": 1, "smiles": "COCCNCCOC.COCCNCCOC.COCCNCCOC.COCCNCCOC.COCCNCCOC.COCCNCCOC.COCCNCCOC.CO", "total_charge": 0, "homo_ev": -7.8, "de_lowest_ev": 0.715, "largest_force_ev_per_a": 4.56, "orbital_gap_ev": 8.105, "species": ["C", "O", "C", "C", "N", "C", "C", "O", "C", "H", "H", "H", "H", "H", "H", "H", "H", "H", "H", "H", "H", "H", "H", "H", "C", "O", "C", "C", "N", "C", "C", "O", "C", "H", "H", "H", "H", "H", "H", "H", "H", "H", "H", "H", "H", "H", "H", "H", "C", "O", "C", "C", "N", "C", "C", "O", "C", "H", "H", "H", "H", "H", "H", "H", "H", "H", "H", "H", "H", "H", "H", "H", "C", "O", "C", "C", "N", "C", "C", "O", "C", "H", "H", "H", "H", "H", "H", "H", "H", "H", "H", "H", "H", "H", "H", "H", "C", "O", "C", "C", "N", "C", "C", "O", "C", "H", "H", "H", "H", "H", "H", "H", "H", "H", "H", "H", "H", "H", "H", "H", "C", "O", "C", "C", "N", "C", "C", "O", "C", "H", "H", "H", "H", "H", "H", "H", "H", "H", "H", "H", "H", "H", "H", "H", "C", "O", "C", "C", "N", "C", "C", "O", "C", "H", "H", "H", "H", "H", "H", "H", "H", "H", "H", "H", "H", "H", "H", "H", "C", "O", "H", "H", "H", "H"], "positions_angstrom": [[4.3825, 18.1719, 9.2565], [3.6375, 18.3700, 8.0415], [2.4159, 19.1470, 8.1733], [1.6852, 19.2806, 6.8623], [0.6998, 18.2217, 6.5844], [-0.0374, 18.3321, 5.2692], [-0.7731, 16.9805, 5.0749], [-0.0317, 16.0440, 4.3151], [-0.2684, 16.3235, 2.9322], [5.4330, 18.3252, 9.0094], [4.1560, 17.1677, 9.6148], [4.2262, 18.8952, 10.0568], [2.5675, 20.1070, 8.6668], [1.8215, 18.7280, 8.9852], [2.3579, 19.4440, 6.0203], [0.9510, 20.0784, 6.9745], [-0.0136, 18.2168, 7.2993], [0.6404, 18.5154, 4.4355], [-0.7613, 19.1403, 5.1646], [-1.7676, 17.1274, 4.6537], [-0.9669, 16.5661, 6.0642], [-1.3304, 16.1558, 2.7528], [0.3428, 15.6591, 2.3214], [0.0147, 17.3525, 2.7106], [-0.4530, 17.2840, -0.4174], [-1.4064, 17.3543, 0.6577], [-2.3832, 18.2715, 0.3198], [-3.0180, 18.6270, 1.6530], [-2.1502, 19.3071, 2.6000], [-1.6304, 20.6367, 2.2347], [-0.9631, 21.3902, 3.4395], [-1.7581, 21.7274, 4.6074], [-2.9644, 22.4531, 4.3414], [-0.8742, 17.0349, -1.3914], [0.2168, 16.4547, -0.1894], [0.0772, 18.2216, -0.5840], [-3.1982, 17.8809, -0.2896], [-2.0718, 19.2232, -0.1107], [-3.4335, 17.7622, 2.1702], [-3.8849, 19.2646, 1.4800], [-2.8084, 19.4457, 3.3534], [-2.3119, 21.3634, 1.7922], [-0.8178, 20.5358, 1.5152], [-0.7595, 22.3589, 2.9832], [-0.0409, 20.9482, 3.8169], [-2.7040, 23.4949, 4.1543], [-3.6347, 22.3927, 5.1989], [-3.5020, 22.0163, 3.4998], [-6.6743, 22.8699, 3.0537], [-7.9649, 23.5167, 2.8506], [-8.0012, 24.8568, 2.4026], [-9.3579, 25.0371, 1.5778], [-9.6344, 24.0244, 0.5210], [-8.5641, 23.8228, -0.4160], [-8.2578, 25.0970, -1.2643], [-7.0625, 24.7340, -2.0438], [-7.5373, 24.1242, -3.2850], [-5.7774, 23.2730, 2.5836], [-6.8271, 21.8079, 2.8617], [-6.4086, 22.9638, 4.1067], [-7.1503, 25.0355, 1.7452], [-7.7633, 25.4681, 3.2731], [-9.5923, 26.0312, 1.1970], [-10.1903, 24.7901, 2.2367], [-9.7598, 23.1421, 0.9963], [-8.8866, 23.0196, -1.0785], [-7.6927, 23.4987, 0.1530], [-8.0706, 25.8287, -0.4784], [-9.1722, 25.4019, -1.7732], [-8.0019, 24.9201, -3.8671], [-8.3571, 23.4125, -3.1880], [-6.7321, 23.5768, -3.7749], [-12.7696, 18.7884, 12.8030], [-12.5261, 19.5540, 11.5495], [-12.8683, 19.0400, 10.2234], [-12.9206, 20.2362, 9.2866], [-11.5759, 20.5478, 8.8808], [-11.4900, 21.9523, 8.4161], [-10.0660, 22.3565, 8.0775], [-9.6561, 21.6586, 6.9111], [-8.3104, 21.9383, 6.6121], [-13.5799, 18.0847, 12.6126], [-12.9926, 19.3472, 13.7120], [-11.9306, 18.1299, 13.0278], [-13.8402, 18.5481, 10.2641], [-12.0656, 18.3515, 9.9595], [-13.4576, 21.0096, 9.8358], [-13.4689, 19.9768, 8.3810], [-11.1605, 20.3676, 9.7836], [-11.9963, 22.5526, 9.1721], [-12.0069, 21.9999, 7.4577], [-9.4103, 22.1900, 8.9322], [-10.1000, 23.4378, 7.9440], [-7.5774, 21.7139, 7.3870], [-8.0966, 23.0071, 6.6043], [-8.0467, 21.5479, 5.6292], [-4.9627, 23.5870, 7.9561], [-4.8174, 22.2888, 8.4322], [-5.5222, 22.1752, 9.6415], [-5.3637, 20.7950, 10.1968], [-5.9223, 19.8573, 9.1826], [-5.9128, 18.5077, 9.6082], [-6.5025, 17.4385, 8.5856], [-5.6101, 17.4704, 7.5091], [-5.7965, 16.3545, 6.6265], [-5.8794, 23.7312, 7.3842], [-4.0486, 23.7575, 7.3875], [-4.9524, 24.3152, 8.7671], [-6.5894, 22.2284, 9.4259], [-5.1996, 22.9182, 10.3709], [-5.8496, 20.7627, 11.1719], [-4.3142, 20.6060, 10.4224], [-5.3235, 19.9122, 8.3710], [-6.5197, 18.4071, 10.5080], [-4.8795, 18.2789, 9.8692], [-7.5200, 17.7037, 8.2982], [-6.4163, 16.5043, 9.1405], [-5.3373, 15.4604, 7.0481], [-5.1391, 16.5354, 5.7761], [-6.7675, 16.0977, 6.2029], [-7.6609, 15.7572, -1.0810], [-7.1369, 17.0018, -0.5404], [-7.0124, 17.1458, 0.8760], [-6.4568, 15.9892, 1.7033], [-5.2566, 15.3181, 1.1692], [-4.9615, 13.9952, 1.7600], [-5.1482, 13.8744, 3.2520], [-4.7722, 12.5868, 3.6198], [-4.6231, 12.3737, 4.9989], [-6.8755, 15.0049, -1.1533], [-8.0877, 15.6304, -2.0759], [-8.2881, 15.2838, -0.3256], [-8.0246, 17.3510, 1.2245], [-6.3956, 18.0329, 1.0201], [-7.2280, 15.3261, 2.0953], [-6.0362, 16.3982, 2.6220], [-4.8370, 15.5684, 0.2853], [-4.0053, 13.5303, 1.5200], [-5.6615, 13.2998, 1.2969], [-6.1423, 14.0417, 3.6665], [-4.5041, 14.6215, 3.7159], [-5.5395, 12.6367, 5.5272], [-3.9260, 12.9666, 5.5909], [-4.4082, 11.3145, 5.1400], [3.7578, 13.9061, 9.5770], [2.6019, 14.2149, 10.3867], [1.3955, 14.7323, 9.6991], [0.6976, 15.6039, 10.7514], [-0.2504, 16.5692, 10.1842], [-1.2956, 16.1874, 9.1683], [-2.1006, 17.4734, 8.8151], [-1.3274, 18.5157, 8.5255], [-2.0510, 19.7418, 8.3896], [3.4154, 13.3213, 8.7232], [4.5689, 13.4707, 10.1607], [4.1657, 14.8258, 9.1576], [0.7440, 13.9150, 9.3896], [1.5364, 15.3862, 8.8384], [1.4873, 16.1774, 11.2368], [0.3114, 14.8871, 11.4761], [0.0596, 17.5284, 10.1212], [-2.0688, 15.5160, 9.5417], [-0.8991, 15.8375, 8.2151], [-2.7072, 17.6617, 9.7008], [-2.8284, 17.0993, 8.0951], [-2.6275, 20.0088, 9.2753], [-2.6700, 19.7025, 7.4933], [-1.2808, 20.5071, 8.2935], [-4.7881, 19.2091, 4.7131], [-5.4586, 20.3903, 4.5585], [-5.1419, 18.4136, 4.0574], [-3.7091, 19.3483, 4.6452], [-4.9226, 18.8260, 5.7247], [-6.3774, 20.1583, 4.4046]], "atomic_forces_ev_per_a": [[-0.25, 0.17, -0.85], [-0.56, 1.12, 0.45], [0.87, -0.86, 0.94], [-2.11, -0.05, 0.25], [0.51, -1.13, -1.90], [0.43, -1.00, 1.02], [0.40, 0.45, 0.32], [-0.25, 0.21, -0.15], [0.28, -0.28, 0.81], [0.08, -0.54, -0.11], [0.29, -0.02, 0.23], [-0.68, 0.21, -0.06], [0.85, 0.65, -0.66], [-0.66, -0.89, -0.31], [-0.03, -0.04, 0.09], [0.93, 1.51, 0.01], [0.27, 0.12, 0.10], [0.36, -0.28, 0.10], [-0.24, 0.40, 0.59], [-0.16, 0.13, -0.49], [0.31, -0.21, 0.09], [0.05, 0.16, -0.39], [-0.06, -0.14, 0.14], [-0.26, 0.05, -0.16], [0.03, -0.84, 0.31], [1.44, 0.03, -2.40], [-1.74, 0.62, 2.11], [-0.61, 0.70, -0.21], [0.15, 0.69, 0.20], [0.67, -0.40, 1.36], [-1.12, 0.97, -0.31], [-0.33, -1.13, -0.35], [0.70, -0.40, -0.14], [-0.65, -0.07, 0.00], [0.24, 0.30, 0.16], [0.17, 0.13, 0.44], [0.15, -0.36, -0.49], [0.71, -0.11, -0.39], [0.27, -0.40, -0.20], [-0.45, 0.24, -0.50], [0.63, 0.25, 0.37], [-0.69, -0.23, -0.21], [0.10, -0.14, -0.09], [0.68, 0.22, -0.13], [-0.27, -0.17, -0.08], [-0.16, 0.20, -0.21], [0.28, -0.11, 0.13], [-0.08, 0.14, -0.12], [-1.07, 0.50, 1.12], [0.80, -1.01, -0.52], [0.10, -0.37, -1.02], [-0.42, -1.23, 0.98], [0.09, 0.89, 0.61], [-0.18, 0.30, -0.63], [0.95, -2.28, 1.76], [-2.23, 0.18, -0.63], [-0.06, 0.66, 0.64], [-0.45, 0.21, -0.96], [0.18, 0.21, -0.32], [-0.17, -0.11, 0.34], [0.15, -0.01, -0.41], [-0.91, 0.73, -0.01], [0.64, 0.12, 0.09], [0.14, 0.47, 0.59], [-0.20, -0.03, 0.12], [0.23, -0.13, -0.06], [0.63, 0.06, -0.52], [0.76, 0.56, -0.66], [0.34, -0.01, -0.73], [0.51, 0.07, -0.56], [0.03, -0.27, 0.74], [0.15, 0.54, 0.01], [0.08, -0.98, -2.34], [-0.22, 0.31, 1.54], [-0.15, -0.02, 1.63], [-0.57, -1.32, -0.55], [-0.14, 0.41, 0.29], [0.55, -1.63, 0.11], [-0.80, -0.01, 0.38], [0.34, 0.37, 0.63], [0.50, 1.00, 0.05], [-0.39, 0.14, 0.07], [0.03, 0.77, -0.66], [0.41, 0.22, -0.10], [-0.02, -0.22, 0.01], [-0.21, -0.24, -0.41], [-0.03, 0.46, -0.03], [-0.50, -0.04, 0.08], [1.49, 0.89, -0.05], [0.26, 0.76, -0.18], [-0.45, 0.06, 0.11], [0.35, -0.36, 0.04], [0.32, 0.30, -0.47], [-0.14, -1.36, 0.21], [-0.60, 0.69, -0.66], [-0.08, -0.22, 0.26], [0.95, 0.52, -0.44], [0.04, -0.29, 0.70], [-0.49, -0.89, 0.14], [0.10, -0.51, -0.79], [-0.27, 1.35, 0.30], [-0.86, -1.56, 0.08], [1.69, 2.09, 1.91], [-0.85, -1.11, -1.39], [1.85, 0.07, -0.42], [-0.02, -0.03, -0.24], [-0.34, 0.35, -0.51], [-0.07, 0.11, 0.18], [-0.31, 0.65, 0.12], [-0.02, 0.26, -0.01], [-0.52, -0.34, -0.18], [0.37, -0.21, -0.08], [0.00, 0.33, -0.29], [-0.02, 0.05, 0.22], [0.16, -0.96, 0.10], [-0.12, -0.15, -0.01], [-0.39, -0.39, -0.21], [-0.35, -0.26, 0.49], [-0.08, 0.28, -0.20], [-0.48, 0.57, 0.58], [1.09, -1.19, 2.06], [0.13, -0.65, -1.64], [-0.62, -0.52, -0.48], [1.75, 0.02, 0.01], [0.33, -0.51, 0.86], [-1.53, -0.17, -1.37], [0.47, 0.78, 0.63], [1.01, -0.59, 0.07], [-0.87, -0.22, 0.57], [0.70, 0.13, 0.17], [-0.40, 1.69, 0.06], [-0.70, 0.21, -0.15], [-0.05, 0.17, 0.52], [0.00, -0.02, -0.19], [-0.18, -0.56, -0.77], [-0.64, 0.78, 0.44], [-0.51, -0.16, 0.20], [0.37, 0.83, -0.07], [-0.34, -0.51, 0.06], [-0.47, 0.28, -0.42], [0.34, 0.22, 0.33], [-0.68, -0.35, -0.04], [0.92, 0.30, -0.81], [-0.02, 0.14, 0.02], [-1.36, 1.04, -0.43], [-0.33, 0.26, -0.73], [0.95, 0.14, 0.94], [0.20, 0.16, -0.97], [-1.40, -1.27, -0.12], [1.07, 2.28, 0.58], [-1.49, -3.77, 2.07], [0.80, 2.32, -0.54], [0.93, 0.05, -0.22], [0.43, -0.51, 0.05], [-0.54, -0.37, 0.17], [0.04, 0.25, -0.10], [0.16, -0.30, -0.04], [0.87, -0.15, -0.24], [-0.07, -0.01, 0.11], [-0.62, 0.41, 0.33], [0.04, -0.40, -0.24], [0.36, -0.36, 0.24], [0.38, -0.48, 0.07], [-0.17, 0.37, 0.38], [-0.11, 0.64, -0.93], [-0.18, -0.42, 0.08], [-0.18, 0.15, 0.02], [-0.14, 0.08, -0.29], [0.84, -1.77, 1.38], [-0.84, 1.47, -0.69], [0.22, -0.02, -0.45], [-0.21, 0.16, -0.15], [-0.08, -0.13, 0.24], [-0.16, 0.28, 0.10]], "lowdin_charge": [-0.097, -0.187, -0.206, -0.185, -0.048, -0.160, -0.221, -0.171, -0.108, 0.083, 0.069, 0.080, 0.112, 0.102, 0.126, 0.106, 0.048, 0.106, 0.083, 0.097, 0.098, 0.078, 0.089, 0.072, -0.081, -0.198, -0.251, -0.216, -0.028, -0.185, -0.177, -0.213, -0.099, 0.084, 0.086, 0.088, 0.122, 0.119, 0.107, 0.112, 0.040, 0.103, 0.114, 0.109, 0.109, 0.090, 0.075, 0.066, -0.078, -0.213, -0.199, -0.165, -0.078, -0.237, -0.177, -0.187, -0.100, 0.086, 0.076, 0.066, 0.099, 0.116, 0.105, 0.106, 0.098, 0.111, 0.107, 0.100, 0.122, 0.081, 0.071, 0.087, -0.062, -0.230, -0.192, -0.254, -0.059, -0.184, -0.232, -0.153, -0.113, 0.071, 0.078, 0.071, 0.115, 0.121, 0.117, 0.120, 0.094, 0.116, 0.124, 0.118, 0.120, 0.065, 0.073, 0.080, -0.116, -0.179, -0.255, -0.191, -0.043, -0.215, -0.188, -0.221, -0.101, 0.080, 0.089, 0.086, 0.110, 0.126, 0.125, 0.099, 0.095, 0.117, 0.096, 0.126, 0.117, 0.084, 0.064, 0.094, -0.087, -0.194, -0.198, -0.211, -0.055, -0.182, -0.266, -0.172, -0.115, 0.065, 0.084, 0.081, 0.118, 0.111, 0.109, 0.089, 0.111, 0.126, 0.110, 0.116, 0.119, 0.077, 0.083, 0.093, -0.095, -0.218, -0.189, -0.206, -0.044, -0.150, -0.304, -0.208, -0.026, 0.083, 0.083, 0.062, 0.113, 0.116, 0.114, 0.109, 0.085, 0.116, 0.092, 0.109, 0.117, 0.074, 0.095, 0.096, -0.169, -0.099, 0.081, 0.068, 0.064, 0.077]}